Record 1
ORCA calculation (wB97M-V/def2-TZVPD) on a molecular structure, C19H61AgN5O20 at a distorted geometry.

```
106
Properties=species:S:1:pos:R:3
Ag -0.71 -0.19 3.09
C 2.09 -2.39 2.33
C 1.81 -2.05 3.75
C 2.64 -0.93 4.35
O 0.48 -1.82 3.97
H 2.13 -1.46 1.68
H 1.35 -3.07 1.88
H 3.05 -2.95 2.29
H 1.94 -3.06 4.30
H 2.41 0.05 3.87
H 3.69 -1.21 4.29
H 2.27 -0.69 5.34
C -0.93 -0.27 -0.50
C 0.44 0.23 0.09
C 1.07 1.43 -0.73
O 0.27 0.72 1.40
H -1.04 -0.11 -1.63
H -1.75 0.27 -0.07
H -1.02 -1.35 -0.26
H 1.18 -0.60 0.05
H 0.30 2.27 -0.72
H 1.38 1.23 -1.78
H 1.98 1.85 -0.24
C -2.08 -3.12 1.82
O -2.02 -2.50 3.14
H -1.11 -3.12 1.38
H -2.49 -4.14 1.82
H -2.66 -2.47 1.18
H -1.21 -2.89 3.56
C -5.33 -0.12 -2.32
O -3.96 -0.27 -2.34
H -5.74 -1.10 -2.06
H -5.60 0.60 -1.57
H -5.63 0.14 -3.34
H -3.55 0.46 -1.87
C 3.01 2.46 2.68
O 1.62 2.29 2.98
H 3.52 1.65 3.20
H 3.26 2.39 1.61
H 3.37 3.41 3.12
H 1.16 1.62 2.37
C 5.30 -0.12 0.69
O 6.38 -0.10 1.67
H 5.70 0.13 -0.29
H 4.99 -1.17 0.69
H 4.48 0.54 1.08
H 7.06 -0.68 1.32
C 0.00 1.44 6.11
O -0.29 1.82 4.78
H 0.69 0.59 6.09
H 0.46 2.24 6.65
H -0.94 1.15 6.63
H 0.46 2.09 4.18
C -1.65 3.50 2.11
O -1.85 2.34 1.28
H -0.90 4.16 1.73
H -2.60 4.12 2.14
H -1.46 3.15 3.17
H -0.94 1.91 1.20
C -4.49 2.77 -0.43
O -3.60 1.72 -0.52
H -3.98 3.57 0.14
H -4.73 3.20 -1.37
H -5.36 2.45 0.12
H -2.85 1.89 0.06
C -3.95 0.57 2.55
O -2.99 0.29 3.55
H -4.16 -0.35 1.97
H -4.84 1.04 2.99
H -3.34 1.16 1.91
H -3.06 -0.62 3.77
C -2.48 -2.86 -3.03
N -3.31 -3.54 -1.99
O -2.70 -3.87 -0.98
O -4.48 -3.58 -2.09
H -2.82 -3.27 -3.97
H -1.46 -3.04 -2.75
H -2.74 -1.81 -2.91
C 1.92 -3.32 -1.24
N 1.45 -4.44 -2.12
O 1.15 -5.45 -1.54
O 1.49 -4.30 -3.35
H 2.54 -2.60 -1.79
H 2.57 -3.77 -0.52
H 1.11 -2.83 -0.76
C 3.14 2.30 -3.80
N 4.34 1.33 -3.61
O 4.72 0.60 -4.52
O 4.94 1.53 -2.57
H 2.40 1.75 -4.36
H 3.41 3.06 -4.52
H 2.77 2.61 -2.81
C 1.87 -0.85 -5.40
N 1.10 -0.95 -4.14
O 1.63 -0.73 -3.08
O -0.08 -1.18 -4.32
H 2.98 -0.93 -5.21
H 1.66 0.17 -5.70
H 1.55 -1.59 -6.16
C -1.39 1.96 -3.83
N -0.16 2.58 -4.49
O 0.26 3.57 -3.98
O 0.41 1.91 -5.38
H -2.20 2.70 -3.99
H -1.06 1.80 -2.85
H -1.66 1.03 -4.32
```

Values from the calculation:
2S+1: 2
HOMO-LUMO gap (alpha / beta): 9.04 / 6.64 eV
<S²>: 0.759

Mulliken atomic charge list, values in e, 99 entries:
1. Ag 0.5440
2. C -0.4249
3. C 0.4322
4. C -0.6697
5. O -0.7569
6. H -0.3904
7. H 0.1186
8. H 0.5014
9. H 0.2417
10. H -0.3065
11. H 0.4840
12. H 0.2480
13. C 1.2233
14. C 1.1719
15. C -0.3830
16. O 1.5939
17. H -0.4119
18. H -0.9896
19. H -0.5674
20. H -0.4412
21. H 0.2367
22. H -0.3691
23. H 0.0089
24. C -0.3699
25. O -0.5730
26. H 0.0221
27. H 0.4136
28. H 0.1208
29. H 0.2842
30. C -0.7751
31. O -0.3202
32. H 0.2224
33. H 0.2461
34. H 0.2499
35. H 0.4333
36. C -0.6545
37. O -0.6691
38. H 0.2653
39. H 0.1344
40. H 0.3088
41. H -0.1632
42. C -0.3351
43. O -0.5617
44. H 0.3609
45. H 0.1823
46. H 0.0319
47. H 0.2966
48. C -0.6191
49. O -0.4131
50. H 0.0967
51. H 0.3303
52. H 0.2377
53. H 0.4594
54. C -0.8742
55. O -0.5718
56. H 0.3806
57. H 0.3193
58. H 0.1133
59. H -0.0873
60. C -1.0533
61. O 0.0477
62. H 0.2988
63. H 0.2893
64. H 0.3309
65. H 0.3884
66. C -0.1521
67. O -0.6558
68. H 0.2837
69. H 0.2852
70. H -0.0615
71. H 0.3127
72. C -0.0508
73. N 1.0393
74. O -0.5960
75. O -0.6016
76. H 0.3172
77. H -0.0102
78. H -0.0356
79. C -0.2670
80. N 1.0016
81. O -0.5758
82. O -0.5646
83. H 0.1133
84. H 0.3918
85. H -0.1244
86. C -0.3207
87. N 1.0095
88. O -0.5806
89. O -0.5701
90. H -0.2433
91. H 0.3819
92. H 0.2884
93. C -0.8538
94. N 0.9926
95. O -0.3749
96. O -0.5425
97. H 0.2448
98. H 0.2836
99. H 0.2986



Record 2
ORCA calculation (wB97M-V/def2-TZVPD) on a molecular structure, C14H23ClN5OSTi at a distorted geometry.

```
46
Properties=species:S:1:pos:R:3
Ti -4.98 -6.54 13.04
S -3.60 -6.64 14.91
C -4.59 -5.35 15.42
N -4.46 -4.76 16.62
C -5.26 -3.74 16.96
C -6.22 -3.33 16.07
C -6.35 -4.00 14.84
N -5.51 -5.01 14.53
H -3.69 -4.95 17.25
H -4.99 -3.24 17.91
H -6.85 -2.45 16.36
H -7.10 -3.72 14.15
N -6.76 -7.38 13.63
C -7.77 -7.86 13.95
N -8.93 -8.35 14.19
C -9.71 -7.78 15.28
C -9.86 -8.80 16.42
C -9.36 -10.16 16.06
C -9.94 -10.57 14.72
C -9.49 -9.60 13.61
H -10.67 -7.56 14.82
H -9.29 -6.81 15.55
H -10.93 -8.91 16.66
H -9.33 -8.40 17.31
H -9.66 -10.90 16.78
H -8.25 -10.14 15.98
H -11.02 -10.57 14.78
H -9.69 -11.54 14.40
H -10.27 -9.29 12.87
H -8.69 -10.15 13.08
Cl -5.01 -8.02 11.18
C -3.64 -7.91 12.31
H -2.73 -7.63 11.82
H -3.65 -8.88 12.83
C -1.96 -2.95 10.45
N -2.97 -3.96 10.65
C -3.53 -4.64 9.49
C -3.41 -4.26 11.85
O -4.41 -5.05 12.02
H -2.47 -2.23 9.80
H -1.12 -3.34 9.87
H -1.60 -2.48 11.41
H -4.39 -4.12 9.03
H -3.88 -5.66 9.75
H -2.79 -4.70 8.72
H -2.92 -3.84 12.73
```

Values from the calculation:
HOMO-LUMO gap: 7.35 eV
net charge: +3

Partial atomic charges computed with the Mulliken method, in multiples of e:
1. Ti 0.7595
2. S -0.2863
3. C 0.4194
4. N 0.0024
5. C -0.0212
6. C -0.6886
7. C -0.2712
8. N 0.1422
9. H 0.3307
10. H 0.4412
11. H 0.4294
12. H 0.5957
13. N -0.2813
14. C 0.3819
15. N 0.0395
16. C -0.6632
17. C -0.4211
18. C -0.6572
19. C -0.5880
20. C -0.6329
21. H 0.2973
22. H 0.4164
23. H 0.3319
24. H 0.2821
25. H 0.3970
26. H 0.2058
27. H 0.3380
28. H 0.3979
29. H 0.2941
30. H 0.3408
31. Cl -0.0202
32. C -0.5868
33. H 0.4170
34. H 0.4640
35. C -0.7769
36. N 0.1471
37. C -0.7802
38. C 0.1541
39. O -0.6122
40. H 0.3816
41. H 0.3246
42. H 0.2832
43. H 0.3429
44. H 0.1953
45. H 0.3701
46. H 0.3641



Record 3
ORCA calculation (wB97M-V/def2-TZVPD) on a single C3H3Cl3 molecule at a distorted geometry.

```
9
Properties=species:S:1:pos:R:3
C 0.12 -0.29 -1.16
C -0.43 0.18 0.13
Cl -2.14 0.55 0.06
C 0.19 0.23 1.32
Cl 1.90 -0.22 1.36
Cl -0.48 0.79 2.68
H 1.22 -0.28 -1.08
H -0.30 -1.32 -1.28
H -0.08 0.37 -2.04
```

Values from the calculation:
HOMO-LUMO gap: 9.84 eV

Partial atomic charges computed with the Mulliken method, in multiples of e:
1. C -0.9252
2. C 0.2199
3. Cl -0.1951
4. C 0.3897
5. Cl -0.2019
6. Cl -0.1640
7. H 0.3077
8. H 0.2654
9. H 0.3036